1.
Below is a structure of composition C27H25N4O5Pd, with properties calculated with wB97M-V/def2-TZVPD.

The geometry in XYZ format:
```
62
C27H25N4O5Pd (wB97M-V/def2-TZVPD)
Pd 0.0923 0.1602 0.1019
O 0.3319 3.5815 2.1451
C 0.2878 2.3885 1.9302
O 1.0643 1.6973 1.1515
C -0.8010 1.5634 2.5990
C -1.2772 1.8644 3.8626
C -2.2713 1.0637 4.3995
C -2.7722 0.0062 3.6494
C -2.2530 -0.2215 2.3906
N -1.2814 0.5420 1.8823
H -0.8645 2.7138 4.3894
H -2.6571 1.2619 5.3916
H -3.5598 -0.6295 4.0314
H -2.6116 -1.0270 1.7610
C -1.7113 2.4787 -0.8854
O -0.3749 2.0319 -1.2007
H -2.0951 3.1086 -1.6857
H -1.7288 3.0275 0.0561
H -2.3363 1.5954 -0.8008
H 0.2412 2.7585 -1.0486
C 1.3034 -4.6828 -3.6446
O 0.3457 -5.0655 -2.6605
C -0.4311 -6.1373 -2.9125
C -0.2257 -7.0148 -3.9713
C -1.0305 -8.1355 -4.1261
C -2.0366 -8.4098 -3.2142
C -2.2486 -7.5365 -2.1616
C -1.4827 -6.3892 -2.0236
N -1.7428 -5.5422 -0.8944
C -1.7407 -4.2296 -0.7980
C -1.8334 -3.2889 -1.8300
C -2.3782 -3.5900 -3.1079
C -2.4250 -2.6490 -4.0869
C -1.8625 -1.3729 -3.8390
C -1.3334 -1.0489 -2.6209
C -1.3426 -1.9737 -1.5387
O -0.8998 -1.6954 -0.3556
H 1.7074 -3.7336 -3.3059
H 0.8321 -4.5448 -4.6191
H 2.1106 -5.4126 -3.7246
H 0.5828 -6.8375 -4.6670
H -0.8530 -8.8037 -4.9592
H -2.6517 -9.2935 -3.3198
H -3.0358 -7.7322 -1.4406
H -1.8857 -6.0487 -0.0337
H -1.6631 -3.8454 0.2145
H -2.8016 -4.5733 -3.2793
H -2.8856 -2.8618 -5.0420
H -1.8596 -0.6381 -4.6347
H -0.9008 -0.0713 -2.4511
N 4.7141 -1.4879 -4.5016
C 4.3514 -1.4000 -3.4138
C 3.8788 -1.3263 -2.0557
C 4.5703 -1.9341 -1.0129
C 4.0464 -1.8503 0.2639
C 2.8520 -1.1806 0.4529
N 2.1843 -0.6071 -0.5509
C 2.6902 -0.6648 -1.7774
H 5.4968 -2.4581 -1.2066
H 4.5523 -2.3051 1.1043
H 2.4148 -1.0870 1.4383
H 2.1367 -0.1738 -2.5675
```

Results
- F_max: 0.72 eV/A
- 2S+1: 3
- ΔE to the lowest compared entry with this formula, charge and spin: 0.6193 eV
- Net charge: +1
- Kohn-Sham gap (spin up / spin down): 7.5165 / 6.5997 eV
- LUMO level (spin up / spin down): -3.51 / -4.40 eV
- HOMO level (spin up / spin down): -11.03 / -11.00 eV



2.
Below is a structure of composition C23H14AlCl3N4, with properties calculated with wB97M-V/def2-TZVPD.

The geometry in XYZ format:
```
45
C23H14AlCl3N4 (wB97M-V/def2-TZVPD)
Al 0.2178 -0.1167 -0.0366
C -3.3127 1.7734 -1.5251
C -4.1562 1.3710 -0.4981
C -3.6562 0.6675 0.5888
C -2.2982 0.3750 0.6378
C -1.4277 0.7682 -0.4006
C -1.9588 1.4621 -1.4816
C -1.6957 -0.3956 1.7554
C -2.2815 -0.4883 3.0266
C -1.6007 -1.1058 4.0398
C -0.3395 -1.6995 3.8067
C 0.3770 -2.3953 4.8061
C 1.5548 -3.0198 4.5022
C 2.0453 -2.9902 3.1830
C 1.3774 -2.3096 2.1966
C 0.1879 -1.6299 2.5027
N -0.4833 -0.9373 1.5185
H -3.7155 2.3268 -2.3627
H -5.2125 1.5971 -0.5476
H -4.3339 0.3354 1.3638
H -1.3235 1.7858 -2.2985
H -3.2415 -0.0287 3.2030
H -2.0246 -1.1463 5.0358
H -0.0316 -2.4371 5.8074
H 2.0997 -3.5608 5.2627
H 2.9494 -3.5319 2.9390
H 1.7382 -2.3523 1.1733
N 6.3072 2.6607 2.7481
C 5.3688 2.2157 2.2602
C 4.1932 1.6603 1.6582
C 4.2939 0.5880 0.7742
C 3.1416 0.0780 0.2211
N 1.9278 0.5778 0.5082
C 1.8328 1.6205 1.3637
C 2.9362 2.1893 1.9542
H 5.2538 0.1605 0.5230
H 3.1785 -0.7512 -0.4735
H 0.8362 1.9988 1.5648
H 2.8233 3.0260 2.6284
Cl 0.9813 0.1843 -5.0975
C 1.0094 -1.3875 -4.3036
Cl -0.3653 -2.3867 -4.7615
Cl 2.5425 -2.2177 -4.5383
C 0.8727 -1.1269 -2.8577
N 0.7561 -0.9267 -1.7368
```

Results
- F_max: 0.38 eV/A
- 2S+1: 1
- ΔE to the lowest compared entry with this formula, charge and spin: 0.1456 eV
- Net charge: +2
- Kohn-Sham gap: 7.5014 eV
- LUMO level: -7.12 eV
- HOMO level: -14.62 eV



3.
Below is a structure of composition C21H43BO2P2Pd in a non-equilibrium geometry, with properties calculated with wB97M-V/def2-TZVPD.

The geometry in XYZ format:
```
70
C21H43BO2P2Pd (wB97M-V/def2-TZVPD)
P -1.6015 2.8516 -2.1264
P 0.8479 -0.1573 -1.8264
C -0.5735 1.9960 -3.3934
C -0.2840 0.5073 -3.1726
H 0.3423 2.5890 -3.5483
H -1.1426 2.1037 -4.3311
H -1.2177 -0.0684 -3.1106
H 0.2257 0.1645 -4.0856
C 2.4053 0.6571 -2.4320
H 3.2517 0.3107 -1.8289
H 2.3729 1.7555 -2.3610
H 2.5986 0.3974 -3.4845
C 0.9788 -1.8389 -2.6552
H 1.5043 -1.6195 -3.5838
H -0.0127 -2.2666 -2.8586
H 1.6042 -2.5319 -2.0477
C -1.7681 4.6589 -2.6051
H -2.3371 5.2255 -1.8582
H -2.3124 4.7611 -3.5592
H -0.7969 5.1543 -2.7374
C -3.2475 2.4466 -3.0633
H -3.6279 1.4716 -2.7762
H -3.1037 2.4633 -4.1425
H -4.0501 3.1973 -2.8201
Pd 0.2961 -1.8419 -0.5128
C 0.5690 2.3660 -0.4635
C -0.0180 3.4785 -1.1406
C -0.2564 4.6053 -0.1391
C -1.6194 4.5591 0.6201
C -2.4361 3.3909 0.5169
C -2.3845 2.3787 -0.4895
C -1.5702 1.1367 0.0424
C -0.1720 1.5765 0.5203
C -1.1730 -2.2251 0.7663
H 1.6617 2.2793 -0.4298
H 0.6438 3.8381 -1.9468
H -0.1480 5.5871 -0.6155
H 0.5412 4.5919 0.6128
H -1.3831 4.6628 1.6902
H -2.1810 5.4837 0.3416
H -3.2118 3.2641 1.2750
H -3.4035 2.0000 -0.7151
H -1.4784 0.3792 -0.7433
H -2.1226 0.6847 0.8802
H -0.3653 2.2179 1.3872
H 0.3854 0.6883 0.8456
H -1.2621 -3.2428 1.1900
H -1.9671 -2.0762 0.0081
H -1.2218 -1.4732 1.5618
C 2.4137 -5.6197 2.5349
C 1.3249 -4.5530 2.5772
C 0.2251 -5.0825 3.4829
O 0.8150 -4.3629 1.2470
B 1.1195 -3.0417 0.8622
O 2.0685 -2.4662 1.7102
C 1.8659 -3.1176 2.9728
C 0.8822 -2.2727 3.7866
C 3.1787 -3.1219 3.7200
H 2.8093 -5.8002 3.5451
H 3.2253 -5.3536 1.8542
H 1.9793 -6.5648 2.1791
H -0.1287 -6.0579 3.1145
H 0.6314 -5.2350 4.4951
H -0.6393 -4.4170 3.5376
H 0.7403 -2.7066 4.7863
H 1.2997 -1.2604 3.8963
H -0.0952 -2.1642 3.2965
H 3.9527 -3.6782 3.1838
H 3.5214 -2.0903 3.8519
H 3.0311 -3.5723 4.7113
```

Results
- F_max: 3.86 eV/A
- 2S+1: 3
- ΔE to the lowest compared entry with this formula, charge and spin: 2.5705 eV
- Kohn-Sham gap (spin up / spin down): 6.7765 / 7.6703 eV
- LUMO level (spin up / spin down): 0.42 / 0.37 eV
- HOMO level (spin up / spin down): -6.35 / -7.30 eV



4.
Below is a cluster of 2 separate species, CH3NO3P in total in a non-equilibrium geometry, with properties calculated with wB97M-V/def2-TZVPD.

The geometry in XYZ format:
```
9
CH3NO3P (wB97M-V/def2-TZVPD)
C 0.6140 0.1143 1.8851
N 0.7180 -0.0359 0.6194
O -2.3277 -1.2819 -1.7174
O 1.5254 0.1636 2.6780
O -0.2774 0.1513 -2.4004
P -1.5392 -0.1241 -1.3100
H -0.4800 0.0899 2.3292
H 1.6062 -0.0071 0.1697
H 0.1608 0.9298 -2.2537
```

Results
- F_max: 4.87 eV/A
- 2S+1: 1
- ΔE to the lowest compared entry with this formula, charge and spin: 1.8403 eV
- Net charge: -1
- Kohn-Sham gap: 7.7089 eV
- LUMO level: 3.87 eV
- HOMO level: -3.84 eV